[1]
Density functional theory data (ωB97M-V/def2-TZVPD) for a single C4H5N3O molecule at a distorted geometry.

Values from the calculation:
HOMO energy ... -9.069 eV
Calculated total energy ... -10740.2086 eV
SMILES string ... [H]/N=C(/C#N)N(O)C=C
Spin multiplicity ... 1

Each line ends with the Löwdin charge.
Element x y z (Å)
C1 0.359 -1.058 -0.657  -0.2434
C2 -0.446 -1.999 -0.050  -0.0008
C3 -0.220 1.111 0.718  -0.3488
C4 -0.800 0.694 1.800  -0.2217
H1 0.515 0.555 -2.219  0.1164
H2 1.383 -1.192 -1.413  0.1950
H3 -1.279 -1.719 0.526  0.0180
H4 -0.002 -3.123 -0.535  0.1418
H5 0.358 2.701 0.010  0.0632
N1 0.133 0.281 -0.500  -0.1045
N2 -0.103 2.382 0.861  0.2029
N3 -0.883 0.343 2.931  0.2209
O1 0.985 1.024 -1.473  -0.0390

---

[2]
Density functional theory data (ωB97M-V/def2-TZVPD) for a single C4H5N3O molecule at a distorted geometry.

Values from the calculation:
HOMO energy ... -9.426 eV
Calculated total energy ... -10742.2733 eV
SMILES string ... C1=N\N=C/CO\N=C/1
Spin multiplicity ... 1

Each line ends with the Löwdin charge.
Element x y z (Å)
C1 -0.369 -0.275 -1.450  -0.1864
C2 0.041 1.244 1.168  -0.1184
C3 -0.280 -0.060 1.723  -0.1216
C4 0.881 -0.890 -0.928  -0.1246
H1 -0.139 0.470 -2.244  0.1245
H2 -1.078 -1.048 -1.885  0.1490
H3 0.543 2.081 1.681  0.1233
H4 -0.970 -0.166 2.550  0.1126
H5 1.686 -1.047 -1.641  0.1072
N1 -0.454 1.573 0.036  0.0926
N2 0.121 -1.159 1.160  0.0205
N3 1.152 -1.153 0.309  0.0261
O1 -1.134 0.430 -0.480  -0.2048

---

[3]
Density functional theory data (ωB97M-V/def2-TZVPD) for a single C4H5N3O molecule at a distorted geometry.

Values from the calculation:
HOMO energy ... -8.676 eV
Calculated total energy ... -10744.6507 eV
SMILES string ... [H]/N=C1\NC(=C)NC1=O
Spin multiplicity ... 1

Each line ends with the Löwdin charge.
Element x y z (Å)
C1 -1.942 -0.435 -1.084  0.0225
C2 -0.882 -0.039 -0.446  -0.3953
C3 1.348 0.077 0.305  -0.3172
C4 0.472 0.752 1.361  -0.3743
H1 -1.969 -1.491 -1.401  0.0730
H2 -2.626 0.394 -1.253  0.0659
H3 0.850 -0.734 -1.555  0.1706
H4 3.074 -0.542 -0.300  0.0481
H5 -1.434 0.146 1.606  0.1950
N1 0.455 -0.344 -0.686  0.1241
N2 2.638 0.143 0.317  0.1581
N3 -0.822 0.606 0.848  0.1263
O1 0.838 1.469 2.288  0.1032

---

[4]
Density functional theory data (ωB97M-V/def2-TZVPD) for a single C4H5N3O molecule at a distorted geometry.

Values from the calculation:
HOMO energy ... -9.645 eV
Calculated total energy ... -10745.5179 eV
SMILES string ... Cc1ncnnc1O
Spin multiplicity ... 1

Each line ends with the Löwdin charge.
Element x y z (Å)
C1 -0.092 1.537 0.973  -0.0284
C2 -0.123 0.490 -0.068  -0.2969
C3 0.267 -0.388 -2.122  -0.1923
C4 -0.160 -0.821 0.415  -0.3675
H1 0.151 2.544 0.585  0.0899
H2 0.614 1.187 1.828  0.1239
H3 -1.088 1.608 1.445  0.0915
H4 0.482 -0.113 -3.135  0.0950
H5 -0.152 -2.081 1.827  0.1769
N1 0.156 0.678 -1.324  0.1314
N2 0.318 -1.676 -1.724  0.0442
N3 0.073 -1.873 -0.394  0.0796
O1 -0.444 -1.094 1.692  0.0527

---

[5]
Density functional theory data (ωB97M-V/def2-TZVPD) for a single C4H5N3O2 molecule at a distorted geometry.

Values from the calculation:
HOMO energy ... -9.357 eV
Calculated total energy ... -12789.2822 eV
Spin multiplicity ... 1

Each line ends with the Löwdin charge.
Element x y z (Å)
C1 1.930 -1.209 -0.022  -0.0319
C2 0.614 -0.932 -0.070  -0.0559
C3 1.669 1.063 -0.237  0.0243
C4 -0.772 1.105 -0.397  -0.0410
N1 2.568 0.016 -0.125  -0.0370
N2 3.950 0.140 -0.204  -0.3897
N3 0.487 0.436 -0.216  -0.1833
O1 4.398 1.241 -0.090  0.1161
O2 4.555 -0.887 -0.384  0.0944
H1 2.476 -2.122 0.076  0.1153
H2 -0.233 -1.585 -0.015  0.1166
H3 -0.678 1.840 -1.196  0.0910
H4 -1.539 0.377 -0.662  0.0887
H5 -1.072 1.624 0.515  0.0924

---

[6]
Density functional theory data (ωB97M-V/def2-TZVPD) for a single C4H5N3O2 molecule at a distorted geometry.

Values from the calculation:
HOMO energy ... -9.012 eV
Calculated total energy ... -12789.8990 eV
SMILES string ... O=c1ncn2n1CCO2
Spin multiplicity ... 1

Each line ends with the Löwdin charge.
Element x y z (Å)
C1 -1.315 -0.447 -0.104  -0.4375
C2 -0.633 1.564 0.110  -0.2035
C3 1.817 -0.531 0.616  -0.0041
C4 0.989 -1.306 -0.480  -0.0835
H1 -0.395 2.657 0.134  0.1600
H2 1.318 -0.366 1.526  0.1081
H3 2.883 -0.873 0.582  0.1362
H4 1.437 -1.695 -1.411  0.1320
H5 0.774 -2.241 0.040  0.1273
N1 -1.743 0.968 0.031  0.1758
N2 0.395 0.908 -0.366  -0.1199
N3 -0.071 -0.367 -0.630  -0.0044
O1 -1.818 -1.418 0.474  0.0630
O2 1.663 0.952 0.155  -0.0494

---

[7]
Density functional theory data (ωB97M-V/def2-TZVPD) for a single C4H5N3O2S molecule at a distorted geometry.

Values from the calculation:
HOMO energy (spin up / spin down) ... -7.925 / -7.436 eV
Calculated total energy ... -23623.8685 eV
SMILES string ... Cn1c(O)c(N=O)[nH]c1=S
Spin multiplicity ... 1

Each line ends with the Löwdin charge.
Element x y z (Å)
C1 0.256 1.121 -1.452  -0.2118
C2 0.155 -0.604 -0.911  -0.1262
C3 0.439 0.898 0.884  -0.7811
C4 -0.100 -1.400 1.507  -0.0614
N1 -0.411 1.787 -2.305  -0.0930
N2 0.616 1.674 -0.293  0.0562
N3 0.193 -0.417 0.470  -0.1086
O1 -0.889 1.492 -3.397  -0.0805
O2 -0.600 -1.464 -1.403  0.1795
S1 0.336 1.358 2.443  0.7054
H1 -0.605 -0.777 2.246  0.0230
H2 -0.586 -2.285 1.161  0.0685
H3 0.893 -1.746 2.022  0.1403
H4 1.245 2.446 -0.263  0.1442
H5 -0.941 -2.082 -0.709  0.1455

---

[8]
Density functional theory data (ωB97M-V/def2-TZVPD) for a molecular structure, C4H5N3O3 at a distorted geometry.

Values from the calculation:
HOMO energy ... -9.112 eV
Calculated total energy ... -14836.9371 eV
Spin multiplicity ... 1

Each line ends with the Löwdin charge.
Element x y z (Å)
C1 2.415 -1.331 0.002  0.0875
C2 -1.120 -0.663 0.006  -0.4088
C3 -1.322 0.724 -0.068  -0.3890
C4 1.196 0.726 0.001  -0.4119
H1 2.775 -0.761 0.977  0.1493
H2 2.803 -0.901 -0.754  0.0269
H3 2.221 -2.150 0.359  -0.0025
H4 -2.070 -2.510 -0.086  0.2502
H5 0.172 2.773 0.021  0.3368
N1 1.042 -0.681 -0.054  -0.0944
N2 -0.102 -1.357 -0.006  0.1721
N3 -0.103 1.457 0.033  0.1560
O1 -2.228 -1.390 -0.010  0.0389
O2 -2.379 1.357 0.057  0.0792
O3 2.260 1.394 -0.044  0.0099

---

- Which formula does entry 3 have?
  C4H5N3O